(1)
{"formula": "C4H6N2O", "method": "wB97M-V/def2-TZVPD", "smiles": "[H]/N=C/C(N)=C=CO", "homo_lumo_gap_ha": 0.31890, "elements": ["N", "C", "C", "N", "C", "O", "C", "H", "H", "H", "H", "H", "H"], "positions_angstrom": [[0.5256, 1.8927, -0.5642], [0.1021, 0.5607, -0.4230], [-0.2679, -0.1595, -1.6519], [-0.7631, -1.3300, -1.6049], [0.3354, -0.8394, 1.7188], [-0.5313, -1.3540, 2.6371], [-0.0181, -0.1081, 0.6998], [-0.0514, 2.4417, -1.1860], [0.6609, 2.3754, 0.3149], [-0.1470, 0.4287, -2.5680], [-0.9762, -1.6570, -2.5452], [-0.1017, -2.0353, 3.1650], [1.2580, -0.2876, 1.9343]]}

***

(2)
{"formula": "C4H6N2O", "method": "wB97M-V/def2-TZVPD", "smiles": "[H]/N=C1\\C=CNC1=O.[H][H]", "homo_lumo_gap_ha": 0.32456, "elements": ["N", "C", "C", "O", "N", "C", "C", "H", "H", "H", "H", "H", "H"], "positions_angstrom": [[1.2967, -0.9528, 1.9729], [0.3826, -0.6326, 1.1514], [0.6373, 0.4394, 0.0839], [1.6399, 1.0763, -0.1308], [-0.5612, 0.5232, -0.6093], [-1.4922, -0.3760, -0.0927], [-1.0007, -1.0802, 0.9412], [1.5203, 1.8239, -2.4004], [0.9601, -1.6815, 2.6077], [1.3245, 1.9898, -3.1009], [-0.7027, 1.1349, -1.3969], [-2.4788, -0.4302, -0.5373], [-1.5257, -1.8343, 1.5113]]}

***

Stability comparison, relative energies in hartree: (1) 0.0761; (2) 0.0000

***

(1)
{"formula": "C4H6N2O", "method": "wB97M-V/def2-TZVPD", "smiles": "O=C=NC1CNC1", "homo_lumo_gap_ha": 0.38412, "elements": ["O", "C", "N", "C", "C", "C", "N", "H", "H", "H", "H", "H", "H"], "positions_angstrom": [[-1.0225, 0.1436, -2.9202], [-0.2345, -0.2263, -2.1358], [-0.8584, 0.6477, 0.5004], [0.5824, 0.9487, 0.4410], [0.7905, -0.5143, -0.0016], [-0.5368, -0.7690, 0.7430], [0.6528, -0.6728, -1.4335], [-1.4054, 1.1322, 1.2026], [1.0423, 1.1306, 1.4244], [0.8801, 1.7337, -0.2615], [1.6849, -1.0399, 0.3334], [-1.2248, -1.5014, 0.3078], [-0.3506, -1.0128, 1.8001]]}

***

(2)
{"formula": "C4H6N2O", "method": "wB97M-V/def2-TZVPD", "homo_lumo_gap_ha": 0.33490, "elements": ["C", "O", "C", "C", "N", "C", "N", "H", "H", "H", "H", "H", "H"], "positions_angstrom": [[2.1273, -0.0518, -0.0248], [1.2995, 0.5915, -0.9781], [0.0479, 0.3071, -0.6831], [-0.2741, -0.5426, 0.3978], [-1.6049, -0.2072, 0.6337], [-1.9621, 0.7129, -0.2831], [-0.9973, 1.0467, -1.1112], [3.1312, 0.4032, -0.1771], [2.2206, -1.1204, -0.2665], [1.1403, -0.0940, 0.9624], [0.0107, -1.5880, 0.4763], [-2.1884, -0.6004, 1.3516], [-2.9507, 1.1431, -0.2979]]}

***

(3)
{"formula": "C4H6N2O", "method": "wB97M-V/def2-TZVPD", "homo_lumo_gap_ha": 0.32832, "elements": ["C", "C", "C", "C", "H", "H", "H", "H", "H", "H", "N", "N", "O"], "positions_angstrom": [[-1.9845, 0.2239, -0.0459], [0.3540, -0.3410, 0.0241], [0.9089, 0.8808, -0.0397], [2.4703, -0.4319, 0.0014], [-1.5703, 1.0365, -0.7433], [-2.1211, 0.7501, 0.9929], [-3.0244, -0.1042, -0.5756], [-1.3481, -1.7211, 0.4708], [0.2350, 1.8112, 0.1699], [3.4924, -0.8646, -0.2829], [-0.9583, -0.7851, 0.0163], [2.2531, 0.7660, 0.0514], [1.2928, -1.2205, -0.0394]]}

***

(4)
{"formula": "C4H6N2O", "method": "wB97M-V/def2-TZVPD", "homo_lumo_gap_ha": 0.29883, "elements": ["C", "O", "C", "C", "N", "C", "N", "H", "H", "H", "H", "H", "H"], "positions_angstrom": [[-1.9358, -0.3974, 0.0195], [-1.2367, 0.7388, -0.0781], [0.1161, 0.5391, -0.1760], [1.1325, 1.4366, -0.3418], [2.3018, 0.7243, -0.2816], [1.9507, -0.5262, -0.0504], [0.5800, -0.7336, 0.0306], [-2.9871, -0.1840, 0.2170], [-1.4408, -1.1196, 1.1638], [-1.6791, -1.1661, -0.7130], [1.0943, 2.5121, -0.4734], [2.6646, -1.3342, 0.0136], [-0.3880, -1.2186, 0.9096]]}

***

Stability comparison, relative energies in hartree: (1) 0.0000; (2) 0.0589; (3) 0.0405; (4) 0.1000

***

(1)
{"formula": "C4H6N2O", "method": "wB97M-V/def2-TZVPD", "smiles": "C[C@@H]1C=C(O)N=N1", "homo_lumo_gap_ha": 0.35402, "elements": ["C", "C", "C", "C", "O", "N", "N", "H", "H", "H", "H", "H", "H"], "positions_angstrom": [[-1.9194, -0.1488, 0.1819], [-0.5483, 0.5139, 0.0566], [0.4389, -0.0876, -0.8890], [1.5648, -0.1960, -0.1807], [2.7852, -0.6378, -0.5175], [1.3710, 0.2336, 1.1666], [0.1833, 0.5874, 1.3382], [-2.5096, 0.3555, 0.9523], [-1.8350, -1.2111, 0.4342], [-2.4564, -0.0666, -0.7702], [0.2693, -0.3753, -1.9182], [3.3409, -0.5641, 0.2728], [-0.7036, 1.5796, -0.1877]]}

***

(2)
{"formula": "C4H6N2O", "method": "wB97M-V/def2-TZVPD", "smiles": "CNc1cocn1", "homo_lumo_gap_ha": 0.33251, "elements": ["C", "C", "C", "C", "H", "H", "H", "H", "H", "H", "N", "N", "O"], "positions_angstrom": [[2.5082, 0.3687, -0.0020], [0.1753, -0.2416, 0.1025], [-0.3988, 1.0311, 0.0131], [-1.8732, -0.4745, -0.0662], [2.1059, 1.2383, -0.7608], [2.3642, 0.8714, 1.0284], [3.4909, -0.0470, -0.3929], [1.5533, -1.5331, -0.4441], [0.1801, 2.0183, -0.2461], [-2.8761, -0.9004, -0.0645], [1.5006, -0.6942, 0.0537], [-0.8210, -1.1476, 0.0187], [-1.7555, 0.8929, 0.0112]]}

***

Stability comparison, relative energies in hartree: (1) 0.0000; (2) 0.0079